No. 1
{
  "formula": "C21H21CrN8S2",
  "method": "ωB97M-V/def2-TZVPD",
  "symbols": ["Cr", "N", "C", "S", "N", "N", "C", "C", "C", "C", "C", "C", "C", "C", "C", "C", "C", "C", "N", "H", "H", "H", "H", "H", "H", "H", "H", "H", "H", "H", "C", "C", "N", "N", "C", "N", "S", "C", "C", "C", "C", "C", "N", "H", "H", "H", "H", "H", "H", "H", "H", "H", "H"],
  "positions_angstrom": [[0.16293, -0.86644, 0.37781], [-2.35607, 0.09556, 3.81711], [-1.66487, -0.02824, 2.69151], [-0.45907, -1.29214, 2.60361], [-1.89397, 0.74076, 1.66821], [-1.12147, 0.59716, 0.60251], [-1.33897, 1.40876, -0.41909], [-2.49457, 2.30456, -0.47149], [-3.76237, 1.73956, -0.29069], [-4.89157, 2.52146, -0.40299], [-4.77647, 3.88076, -0.65349], [-3.52177, 4.45666, -0.79019], [-2.38397, 3.67676, -0.70919], [-0.39077, 1.23816, -1.49849], [-0.25937, 2.09166, -2.59899], [0.76403, 1.86986, -3.50179], [1.59083, 0.76566, -3.32219], [1.35463, -0.07824, -2.25259], [0.40753, 0.15626, -1.34729], [-2.17057, -0.52094, 4.58901], [-3.07217, 0.79966, 3.91131], [-3.84947, 0.67876, -0.11689], [-5.86417, 2.06636, -0.31759], [-5.66127, 4.48716, -0.75119], [-3.43147, 5.51686, -0.96749], [-1.40917, 4.13526, -0.78619], [-0.94287, 2.91656, -2.71659], [0.91233, 2.53156, -4.33949], [2.40383, 0.56116, -3.99719], [1.94753, -0.97654, -2.11549], [3.35053, -3.73404, 0.71591], [2.44823, -2.55274, 0.59141], [1.17273, -2.57204, 0.30611], [0.50543, -3.74404, 0.12421], [-0.82277, -3.75164, -0.14489], [-1.47177, -4.90994, -0.21819], [-1.64057, -2.30334, -0.41149], [2.95583, -1.21384, 0.82201], [4.30613, -0.91804, 1.02361], [4.68133, 0.39536, 1.24021], [3.69863, 1.37836, 1.25281], [2.37933, 1.00896, 1.05181], [2.00673, -0.24694, 0.83321], [2.85223, -4.68514, 0.54351], [3.78903, -3.75994, 1.71441], [4.16403, -3.65354, -0.00599], [1.00423, -4.62434, 0.24841], [-1.04657, -5.81174, -0.06079], [-2.46367, -4.88804, -0.40749], [5.05043, -1.69784, 1.00341], [5.71633, 0.64986, 1.40031], [3.94943, 2.41246, 1.41711], [1.58763, 1.74796, 1.06601]],
  "s_squared": 0.771,
  "orbital_gap_ev": [6.17, 6.12],
  "multiplicity": 2,
  "e_lumo_ev": [-7.2, -7.2],
  "homo_energy_ev": [-13.338, -13.336],
  "charge": 2
}

=====

No. 2
{
  "formula": "C39H68BCl2FN10O4P",
  "method": "ωB97M-V/def2-TZVPD",
  "symbols": ["C", "C", "C", "C", "Cl", "C", "N", "F", "C", "P", "O", "Cl", "C", "O", "B", "O", "O", "N", "H", "H", "H", "H", "H", "H", "H", "H", "H", "H", "H", "H", "C", "C", "C", "C", "N", "H", "H", "H", "H", "H", "H", "H", "C", "C", "C", "C", "N", "H", "H", "H", "H", "H", "H", "H", "C", "C", "C", "C", "N", "H", "H", "H", "H", "H", "H", "H", "C", "C", "C", "C", "N", "H", "H", "H", "H", "H", "H", "H", "C", "C", "C", "C", "N", "H", "H", "H", "H", "H", "H", "H", "C", "C", "C", "C", "N", "H", "H", "H", "H", "H", "H", "H", "C", "C", "C", "C", "N", "H", "H", "H", "H", "H", "H", "H", "C", "C", "C", "C", "N", "H", "H", "H", "H", "H", "H", "H"],
  "positions_angstrom": [[1.62973, -1.89616, -4.46900], [0.58122, -1.72276, -5.03715], [-0.64601, -1.63749, -5.79163], [-1.79665, -0.85298, -5.06285], [-1.54297, -0.95224, -3.31815], [-1.88087, 0.58460, -5.59885], [-3.21266, 1.14342, -5.70756], [-3.69447, 0.78459, -7.01236], [-4.18670, 0.63851, -4.77557], [-3.96467, 1.43516, -3.06496], [-2.47241, 2.05112, -3.19654], [-5.11086, 3.10891, -3.41331], [-4.32703, -0.90933, -4.77994], [-4.65472, -1.38166, -3.52044], [-5.44227, -2.53407, -3.38987], [-6.14471, -2.66010, -2.22746], [-5.57419, -3.47409, -4.39189], [-3.08212, -1.54702, -5.36825], [2.34304, -1.98228, -3.68240], [-0.96949, -2.67053, -5.95602], [-0.45687, -1.20909, -6.77296], [-1.48496, 0.56423, -6.60880], [-1.22103, 1.22481, -5.02648], [-5.15326, 1.00638, -5.10318], [-1.99344, 1.92787, -2.36761], [-5.12410, -1.15579, -5.47512], [-5.59575, -3.08962, -1.55763], [-4.74822, -3.90813, -4.62712], [-3.18641, -1.52457, -6.38944], [-2.97887, -2.52917, -5.10870], [3.89996, -4.57773, -1.17388], [3.50557, -3.11587, -0.98987], [2.06616, -2.91043, -0.49498], [1.08461, -3.43011, -1.44932], [0.33201, -3.83190, -2.21562], [3.29201, -5.07071, -1.93518], [4.93974, -4.63738, -1.49761], [3.79760, -5.13279, -0.24412], [3.64017, -2.59369, -1.93951], [4.18003, -2.65274, -0.26795], [1.86403, -1.84663, -0.35918], [1.91774, -3.40366, 0.46378], [5.65278, 1.46467, -1.93148], [5.49231, 1.79593, -3.41095], [4.42069, 0.94057, -4.09842], [4.75468, -0.48195, -4.02697], [4.93120, -1.61049, -3.95397], [5.98115, 0.43455, -1.78673], [6.39951, 2.11263, -1.47482], [4.71293, 1.60248, -1.39276], [6.44726, 1.65761, -3.91971], [5.22140, 2.84709, -3.52067], [4.32539, 1.21725, -5.14877], [3.45022, 1.09015, -3.62111], [3.85468, -3.67210, 4.29589], [2.33275, -3.73681, 4.34045], [1.78115, -5.11286, 3.95023], [2.18145, -5.44429, 2.58526], [2.50676, -5.67798, 1.51005], [4.23153, -3.84899, 3.28745], [4.20281, -2.68674, 4.60323], [4.30323, -4.41158, 4.96236], [1.92230, -2.98312, 3.67167], [1.99030, -3.49477, 5.34932], [0.69217, -5.11373, 4.00341], [2.14964, -5.89253, 4.61906], [-2.21575, 6.37522, -3.85506], [-3.25497, 6.71938, -2.79454], [-2.76785, 7.77747, -1.79729], [-1.58235, 7.28455, -1.09593], [-0.67055, 6.86037, -0.54879], [-1.31590, 5.95088, -3.40749], [-2.61426, 5.63843, -4.55284], [-1.92865, 7.25966, -4.42575], [-3.52892, 5.81309, -2.24905], [-4.16046, 7.08342, -3.28314], [-3.54409, 7.99550, -1.06274], [-2.51605, 8.70963, -2.30412], [-0.16821, 1.53768, 3.38699], [0.35689, 0.90735, 4.67075], [1.86532, 0.63044, 4.62972], [2.19570, -0.29875, 3.55015], [2.42812, -1.03687, 2.70599], [-0.03082, 0.87331, 2.53171], [-1.23508, 1.74007, 3.47803], [0.34090, 2.48029, 3.17270], [-0.17979, -0.02263, 4.86133], [0.14672, 1.57096, 5.51007], [2.19445, 0.19248, 5.57254], [2.42737, 1.55257, 4.47467], [6.59657, -8.73666, 1.20802], [5.69753, -9.52614, 2.15256], [4.95014, -8.63002, 3.14788], [5.88858, -7.88652, 3.98871], [6.62571, -7.30777, 4.64643], [7.37989, -8.20851, 1.75295], [7.08445, -9.40461, 0.49864], [6.02085, -8.00305, 0.64029], [6.29784, -10.25524, 2.69925], [4.96408, -10.08610, 1.57028], [4.30821, -9.23325, 3.79026], [4.31989, -7.91556, 2.61403], [-2.42195, 4.27174, 7.50205], [-2.54211, 4.45092, 5.99303], [-3.59985, 3.53698, 5.36634], [-3.27408, 2.12727, 5.58513], [-3.01285, 1.02520, 5.75378], [-2.10368, 3.26051, 7.76037], [-1.68423, 4.96170, 7.91102], [-3.37508, 4.46579, 7.99608], [-1.57208, 4.25914, 5.52734], [-2.80659, 5.48533, 5.77021], [-3.66431, 3.71118, 4.29295], [-4.58067, 3.74036, 5.79376], [-3.63120, 5.42564, 1.31863], [-5.09109, 5.73850, 1.00410], [-5.68384, 6.77402, 1.96918], [-5.63244, 6.26402, 3.33835], [-5.59567, 5.81058, 4.38824], [-3.52637, 4.99517, 2.31520], [-3.22578, 4.70632, 0.60652], [-3.01721, 6.32619, 1.27084], [-5.68095, 4.82138, 1.05033], [-5.17236, 6.11701, -0.01751], [-6.72211, 6.99014, 1.71782], [-5.12527, 7.71000, 1.92173]],
  "orbital_gap_ev": 9.35,
  "e_lumo_ev": -3.2,
  "homo_energy_ev": -12.527,
  "charge": 1
}

=====

No. 3
{
  "formula": "C8H9ClF2NP",
  "method": "ωB97M-V/def2-TZVPD",
  "symbols": ["C", "C", "C", "C", "C", "C", "C", "C", "N", "F", "F", "P", "Cl", "H", "H", "H", "H", "H", "H", "H", "H", "H"],
  "positions_angstrom": [[-3.45086, -1.45123, 0.82621], [-2.66504, -0.53642, 1.57293], [-3.01486, -0.27465, -1.23250], [-3.58271, -1.29559, -0.52698], [-2.38409, 0.72630, -0.53387], [-2.20582, 0.54590, 0.83784], [4.32310, 1.39077, -0.74196], [3.49619, -0.20563, 0.86657], [3.29055, 0.43292, -0.25246], [-4.39453, -2.21188, -1.14147], [-1.83776, 1.72154, -1.17386], [1.84233, 0.52599, -1.01357], [0.97471, -1.19365, -0.44102], [-3.89584, -2.33802, 1.23140], [-2.36099, -0.67246, 2.67385], [-3.32072, -0.30213, -2.25736], [4.63958, 2.03698, 0.13859], [5.16068, 0.87053, -1.13459], [3.91435, 1.99429, -1.60993], [-1.63860, 1.31642, 1.28749], [4.46317, -0.57126, 1.17524], [2.64713, -0.50871, 1.44942]],
  "orbital_gap_ev": [7.11, 7.31],
  "e_lumo_ev": [0.0, 0.3],
  "homo_energy_ev": [-7.085, -7.010],
  "e_above_lowest_ev": 0.000
}

=====

No. 4
{
  "formula": "C16H50N4O7",
  "method": "ωB97M-V/def2-TZVPD",
  "symbols": ["C", "O", "C", "C", "C", "N", "H", "H", "H", "H", "H", "H", "H", "H", "H", "H", "H", "C", "O", "C", "C", "C", "N", "H", "H", "H", "H", "H", "H", "H", "H", "H", "H", "H", "C", "O", "C", "C", "C", "N", "H", "H", "H", "H", "H", "H", "H", "H", "H", "H", "H", "C", "O", "C", "C", "C", "N", "H", "H", "H", "H", "H", "H", "H", "H", "H", "H", "H", "O", "H", "H", "O", "H", "H", "O", "H", "H"],
  "positions_angstrom": [[5.74042, 1.36480, 4.10792], [5.21083, 0.17288, 3.60553], [4.88207, 0.25837, 2.22805], [4.18469, -1.02664, 1.85599], [4.02050, -1.26202, 0.35499], [2.88558, -1.09116, 2.55564], [6.75185, 1.56962, 3.72904], [5.79651, 1.28073, 5.19242], [5.12036, 2.23731, 3.86295], [4.18458, 1.09342, 2.06741], [5.80613, 0.36931, 1.64991], [4.82335, -1.85671, 2.20023], [3.04277, -0.94447, -0.01433], [4.13542, -2.30427, 0.05663], [4.78234, -0.70675, -0.20273], [2.50349, -2.02982, 2.55179], [3.11221, -0.88559, 3.52652], [-4.06339, 2.75963, 6.64503], [-2.82263, 2.72726, 5.99347], [-2.73264, 1.70994, 5.03240], [-1.61823, 2.01118, 4.05046], [-1.86805, 3.34901, 3.36996], [-1.55487, 0.88769, 3.11143], [-4.14156, 3.68361, 7.21843], [-4.18434, 1.91320, 7.33111], [-4.89087, 2.77920, 5.92284], [-2.54493, 0.73337, 5.50635], [-3.68791, 1.57568, 4.49572], [-0.68154, 2.05422, 4.61244], [-2.87649, 3.33268, 2.93830], [-1.21431, 3.51025, 2.51037], [-1.77002, 4.16689, 4.08192], [-2.46476, 0.75816, 2.67619], [-0.91906, 1.08866, 2.34198], [0.51344, -1.02759, -4.91635], [-0.45914, -1.42054, -5.86076], [-0.97210, -2.72251, -5.65776], [-2.13896, -2.71946, -4.69166], [-2.80579, -4.07349, -4.60225], [-3.14149, -1.71516, -5.06164], [0.39810, 0.03755, -4.72386], [1.51911, -1.21916, -5.31180], [0.44491, -1.57661, -3.97080], [-1.30617, -3.06977, -6.64132], [-0.16652, -3.39140, -5.32976], [-1.77104, -2.37773, -3.71799], [-3.49547, -4.18024, -5.44492], [-3.35279, -4.18008, -3.66873], [-2.09045, -4.88851, -4.72019], [-3.70768, -1.99200, -5.85341], [-2.72420, -0.81344, -5.24995], [2.52444, 2.06752, -0.71525], [1.86221, 1.26687, -1.70466], [0.46853, 1.06655, -1.47375], [0.19128, -0.17803, -0.66485], [-1.16468, -0.76239, -0.95359], [0.30838, 0.13636, 0.77832], [3.58273, 2.04735, -0.96044], [2.28665, 1.74199, 0.29549], [2.20368, 3.11395, -0.81211], [-0.03811, 1.95688, -1.09337], [0.07897, 0.91850, -2.49081], [0.97189, -0.91210, -0.90364], [-1.42191, -1.62986, -0.34740], [-1.24737, -1.11232, -1.98826], [-1.94392, 0.00001, -0.86741], [-0.16741, -0.55575, 1.35208], [1.26994, 0.04490, 1.09953], [-4.53419, -2.53871, 0.06158], [-5.30998, -1.99764, 0.22795], [-4.23827, -2.25344, -0.81450], [3.02065, 2.53757, -3.93717], [3.47444, 1.81069, -4.37071], [2.60600, 2.13863, -3.15603], [-4.20327, -1.14588, -2.42702], [-4.31000, -0.20322, -2.57519], [-3.96191, -1.50789, -3.30202]],
  "orbital_gap_ev": 9.46,
  "e_lumo_ev": 0.5,
  "homo_energy_ev": -8.927,
  "smiles": "COC[C@H](C)N.COC[C@H](C)N.COC[C@H](C)N.COC[C@H](C)N.O.O.O",
  "e_above_lowest_ev": 0.027
}

=====

Number 1: F_max 0.040 hartree/bohr. Number 2: F_max 0.028 hartree/bohr. Number 3: F_max 0.056 hartree/bohr. Number 4: F_max 0.029 hartree/bohr.